Molecular formula: C81H185N2O2P4
Method: DFT, ωB97M-V/def2-TZVPD

Output
Spin multiplicity: 1
E_tot: -4820.84813 Ha
Frontier orbital gap: 8.903 eV
HOMO: -17.315 eV
Total charge: +5
E_LUMO: -8.412 eV

Each atom is followed by the atoms it is bonded to, with distances in Å.
CARTESIAN COORDINATES (ANGSTROEM)
1 O 0.17 0.75 0.74  H2 0.977
2 H 0.46 0.10 0.07  O1 0.977
3 C 4.98 -6.11 -3.95  C4 1.538, H13 1.090, H14 1.090, H15 1.090
4 C 3.85 -5.19 -4.46  C3 1.538, N5 1.582, H16 1.090, H17 1.090
5 N 2.42 -5.43 -3.83  C4 1.582, C6 1.507, C7 1.543, C9 1.530
6 C 2.51 -5.59 -2.33  N5 1.507, H18 1.090, H19 1.090, H20 1.090
7 C 1.45 -4.28 -4.18  N5 1.543, C8 1.599, H21 1.090, H22 1.090
8 C 1.69 -2.85 -3.51  C7 1.599, H23 1.090, H24 1.090, H25 1.090
9 C 1.84 -6.72 -4.42  N5 1.530, C10 1.528, H26 1.090, H27 1.090
10 C 0.67 -7.45 -3.78  C9 1.528, O11 1.434, H28 1.090, H29 1.090
11 O -0.54 -6.69 -3.70  C10 1.434, C12 1.396
12 C -1.18 -6.53 -4.93  O11 1.396, H30 1.090, H31 1.090, H32 1.090
13 H 5.16 -5.89 -2.90  C3 1.090
14 H 5.89 -5.90 -4.51  C3 1.090
15 H 4.80 -7.18 -4.00  C3 1.090
16 H 3.67 -5.30 -5.53  C4 1.090
17 H 4.06 -4.14 -4.31  C4 1.090
18 H 2.96 -6.57 -2.15  C6 1.090
19 H 1.56 -5.59 -1.80  C6 1.090
20 H 3.04 -4.69 -2.04  C6 1.090
21 H 0.46 -4.59 -3.85  C7 1.090
22 H 1.44 -4.26 -5.27  C7 1.090
23 H 1.74 -2.94 -2.42  C8 1.090
24 H 0.84 -2.21 -3.75  C8 1.090
25 H 2.60 -2.42 -3.92  C8 1.090
26 H 2.67 -7.42 -4.42  C9 1.090
27 H 1.75 -6.52 -5.49  C9 1.090
28 H 0.99 -7.59 -2.75  C10 1.090
29 H 0.46 -8.31 -4.42  C10 1.090
30 H -2.19 -6.15 -4.76  C12 1.090
31 H -1.26 -7.43 -5.54  C12 1.090
32 H -0.69 -5.76 -5.53  C12 1.090
33 C 1.07 -4.84 7.09  C34 1.550, H43 1.090, H44 1.090, H45 1.090
34 C 0.88 -3.91 5.87  C33 1.550, C35 1.526, H46 1.090, H47 1.090
35 C -0.53 -3.34 5.73  C34 1.526, C36 1.540, H48 1.090, H49 1.090
36 C -0.55 -2.47 4.46  C35 1.540, N37 1.538, H50 1.090, H51 1.090
37 N -1.88 -1.71 4.40  C36 1.538, C38 1.600, C41 1.545, C42 1.570
38 C -3.13 -2.70 4.27  N37 1.600, C39 1.512, H52 1.090, H53 1.090
39 C -4.09 -1.92 3.39  C38 1.512, C40 1.556, H54 1.090, H55 1.090
40 C -3.40 -0.62 2.89  C39 1.556, C41 1.537, H56 1.090, H57 1.090
41 C -1.89 -0.76 3.17  N37 1.545, C40 1.537, H58 1.090, H59 1.090
42 C -1.91 -0.75 5.64  N37 1.570, H60 1.090, H61 1.090, H62 1.090
43 H 0.97 -4.34 8.05  C33 1.090
44 H 2.08 -5.27 7.15  C33 1.090
45 H 0.36 -5.67 7.09  C33 1.090
46 H 1.08 -4.51 4.99  C34 1.090
47 H 1.64 -3.13 5.83  C34 1.090
48 H -0.91 -2.97 6.67  C35 1.090
49 H -1.11 -4.23 5.51  C35 1.090
50 H -0.67 -2.95 3.49  C36 1.090
51 H 0.25 -1.73 4.43  C36 1.090
52 H -3.55 -2.73 5.28  C38 1.090
53 H -2.92 -3.67 3.83  C38 1.090
54 H -5.13 -1.84 3.69  C39 1.090
55 H -4.37 -2.56 2.55  C39 1.090
56 H -3.83 0.26 3.37  C40 1.090
57 H -3.65 -0.37 1.86  C40 1.090
58 H -1.31 0.14 3.35  C41 1.090
59 H -1.40 -1.10 2.26  C41 1.090
60 H -0.94 -0.26 5.65  C42 1.090
61 H -2.15 -1.33 6.53  C42 1.090
62 H -2.75 -0.08 5.46  C42 1.090
63 C 6.56 -0.67 6.27  C64 1.549, H80 1.090, H81 1.090, H82 1.090
64 C 6.42 0.00 4.88  C63 1.549, C65 1.587, H83 1.090, H84 1.090
65 C 4.93 0.00 4.35  C64 1.587, C66 1.582, H85 1.090, H86 1.090
66 C 4.71 1.07 3.20  C65 1.582, P67 1.919, H87 1.090, H88 1.090
67 P 3.05 0.88 2.25  C66 1.919, C68 1.740, C72 1.829, C76 1.843
68 C 1.80 0.76 3.46  P67 1.740, C69 1.507, H89 1.090, H90 1.090
69 C 1.35 2.14 3.89  C68 1.507, C70 1.518, H91 1.090, H92 1.090
70 C 2.41 2.77 4.77  C69 1.518, C71 1.570, H93 1.090, H94 1.090
71 C 1.83 3.78 5.84  C70 1.570, H95 1.090, H96 1.090, H97 1.090
72 C 3.03 2.37 1.19  P67 1.829, C73 1.552, H98 1.090, H99 1.090
73 C 3.95 2.49 -0.05  C72 1.552, C74 1.579, H100 1.090, H101 1.090
74 C 3.12 2.12 -1.34  C73 1.579, C75 1.477, H102 1.090, H103 1.090
75 C 3.80 2.11 -2.65  C74 1.477, H104 1.090, H105 1.090, H106 1.090
76 C 3.08 -0.75 1.39  P67 1.843, C77 1.513, H107 1.090, H108 1.090
77 C 4.26 -1.03 0.48  C76 1.513, C78 1.549, H109 1.090, H110 1.090
78 C 4.29 -2.48 -0.06  C77 1.549, C79 1.558, H111 1.090, H112 1.090
79 C 4.99 -3.50 0.89  C78 1.558, H113 1.090, H114 1.090, H115 1.090
80 H 7.55 -0.48 6.72  C63 1.090
81 H 6.33 -1.71 6.08  C63 1.090
82 H 5.79 -0.45 7.01  C63 1.090
83 H 7.12 -0.47 4.19  C64 1.090
84 H 6.88 0.99 4.91  C64 1.090
85 H 4.17 0.26 5.09  C65 1.090
86 H 4.60 -1.02 4.14  C65 1.090
87 H 5.43 0.99 2.39  C66 1.090
88 H 4.83 2.08 3.60  C66 1.090
89 H 2.10 0.26 4.38  C68 1.090
90 H 1.00 0.20 2.99  C68 1.090
91 H 0.35 2.12 4.32  C69 1.090
92 H 1.13 2.82 3.06  C69 1.090
93 H 3.15 3.33 4.21  C70 1.090
94 H 3.01 2.07 5.36  C70 1.090
95 H 1.46 3.30 6.74  C71 1.090
96 H 0.97 4.35 5.50  C71 1.090
97 H 2.57 4.54 6.10  C71 1.090
98 H 3.32 3.20 1.83  C72 1.090
99 H 1.99 2.52 0.92  C72 1.090
100 H 4.82 1.84 -0.14  C73 1.090
101 H 4.31 3.51 -0.13  C73 1.090
102 H 2.30 2.85 -1.39  C74 1.090
103 H 2.70 1.14 -1.15  C74 1.090
104 H 4.54 1.32 -2.77  C75 1.090
105 H 4.40 2.98 -2.91  C75 1.090
106 H 3.07 1.83 -3.41  C75 1.090
107 H 2.15 -0.72 0.82  C76 1.090
108 H 2.87 -1.48 2.17  C76 1.090
109 H 5.13 -0.90 1.13  C77 1.090
110 H 4.25 -0.29 -0.32  C77 1.090
111 H 4.90 -2.51 -0.96  C78 1.090
112 H 3.26 -2.74 -0.30  C78 1.090
113 H 4.82 -4.55 0.69  C79 1.090
114 H 4.46 -3.44 1.84  C79 1.090
115 H 6.03 -3.29 1.13  C79 1.090
116 C 5.42 10.05 2.16  C117 1.563, H133 1.090, H134 1.090, H135 1.090
117 C 5.85 8.83 1.28  C116 1.563, C118 1.499, H136 1.090, H137 1.090
118 C 4.86 7.81 0.83  C117 1.499, C119 1.573, H138 1.090, H139 1.090
119 C 3.71 8.36 -0.10  C118 1.573, P120 1.848, H140 1.090, H141 1.090
120 P 2.50 7.13 -0.75  C119 1.848, C121 1.797, C125 1.898, C129 1.835
121 C 3.38 5.94 -1.78  P120 1.797, C122 1.459, H142 1.090, H143 1.090
122 C 4.36 6.40 -2.76  C121 1.459, C123 1.543, H144 1.090, H145 1.090
123 C 3.85 6.05 -4.17  C122 1.543, C124 1.572, H146 1.090, H147 1.090
124 C 4.76 6.55 -5.35  C123 1.572, H148 1.090, H149 1.090, H150 1.090
125 C 1.75 6.08 0.64  P120 1.898, C126 1.594, H151 1.090, H152 1.090
126 C 0.59 6.75 1.51  C125 1.594, C127 1.561, H153 1.090, H154 1.090
127 C 1.13 7.73 2.60  C126 1.561, C128 1.501, H155 1.090, H156 1.090
128 C 2.08 7.15 3.61  C127 1.501, H157 1.090, H158 1.090, H159 1.090
129 C 1.25 8.11 -1.67  P120 1.835, C130 1.542, H160 1.090, H161 1.090
130 C 0.10 7.32 -2.33  C129 1.542, C131 1.505, H162 1.090, H163 1.090
131 C -0.93 8.34 -2.75  C130 1.505, C132 1.597, H164 1.090, H165 1.090
132 C -2.39 7.72 -2.91  C131 1.597, H166 1.090, H167 1.090, H168 1.090
133 H 4.77 10.75 1.64  C116 1.090
134 H 6.34 10.48 2.55  C116 1.090
135 H 4.74 9.85 2.99  C116 1.090
136 H 6.40 8.17 1.95  C117 1.090
137 H 6.60 9.25 0.60  C117 1.090
138 H 4.46 7.30 1.70  C118 1.090
139 H 5.42 7.01 0.33  C118 1.090
140 H 4.15 8.85 -0.96  C119 1.090
141 H 3.16 9.13 0.43  C119 1.090
142 H 2.54 5.40 -2.21  C121 1.090
143 H 3.82 5.36 -0.97  C121 1.090
144 H 5.30 5.92 -2.51  C122 1.090
145 H 4.45 7.49 -2.66  C122 1.090
146 H 2.84 6.45 -4.29  C123 1.090
147 H 3.55 5.02 -4.36  C123 1.090
148 H 4.45 6.06 -6.27  C124 1.090
149 H 5.83 6.40 -5.17  C124 1.090
150 H 4.78 7.64 -5.45  C124 1.090
151 H 2.56 5.67 1.25  C125 1.090
152 H 1.38 5.24 0.05  C125 1.090
153 H 0.03 6.00 2.07  C126 1.090
154 H -0.15 7.25 0.90  C126 1.090
155 H 0.25 8.15 3.09  C127 1.090
156 H 1.62 8.64 2.24  C127 1.090
157 H 2.17 6.06 3.54  C128 1.090
158 H 1.72 7.56 4.55  C128 1.090
159 H 3.03 7.65 3.46  C128 1.090
160 H 1.77 8.74 -2.38  C129 1.090
161 H 1.03 8.81 -0.86  C129 1.090
162 H -0.28 6.47 -1.77  C130 1.090
163 H 0.40 6.93 -3.30  C130 1.090
164 H -0.65 8.76 -3.71  C131 1.090
165 H -1.02 9.15 -2.03  C131 1.090
166 H -3.18 8.47 -2.84  C132 1.090
167 H -2.47 6.98 -2.12  C132 1.090
168 H -2.51 7.16 -3.84  C132 1.090
169 C -9.27 -6.13 0.64  C170 1.520, H186 1.090, H187 1.090, H188 1.090
170 C -8.04 -7.01 0.53  C169 1.520, C171 1.554, H189 1.090, H190 1.090
171 C -6.69 -6.29 0.25  C170 1.554, C172 1.514, H191 1.090, H192 1.090
172 C -5.56 -7.22 -0.13  C171 1.514, P173 1.797, H193 1.090, H194 1.090
173 P -4.06 -6.50 -0.80  C172 1.797, C174 1.848, C178 1.870, C182 1.773
174 C -3.22 -5.52 0.52  P173 1.848, C175 1.528, H195 1.090, H196 1.090
175 C -1.95 -4.80 0.08  C174 1.528, C176 1.514, H197 1.090, H198 1.090
176 C -1.33 -3.92 1.15  C175 1.514, C177 1.520, H199 1.090, H200 1.090
177 C -0.05 -3.29 0.63  C176 1.520, H201 1.090, H202 1.090, H203 1.090
178 C -3.00 -7.94 -1.35  P173 1.870, C179 1.464, H204 1.090, H205 1.090
179 C -2.55 -8.87 -0.31  C178 1.464, C180 1.558, H206 1.090, H207 1.090
180 C -1.13 -9.43 -0.59  C179 1.558, C181 1.528, H208 1.090, H209 1.090
181 C -1.08 -10.33 -1.83  C180 1.528, H210 1.090, H211 1.090, H212 1.090
182 C -4.46 -5.45 -2.17  P173 1.773, C183 1.560, H213 1.090, H214 1.090
183 C -5.29 -5.99 -3.37  C182 1.560, C184 1.534, H215 1.090, H216 1.090
184 C -5.12 -5.09 -4.61  C183 1.534, C185 1.558, H217 1.090, H218 1.090
185 C -6.06 -5.52 -5.77  C184 1.558, H219 1.090, H220 1.090, H221 1.090
186 H -9.96 -6.58 1.36  C169 1.090
187 H -9.69 -5.96 -0.35  C169 1.090
188 H -9.13 -5.15 1.09  C169 1.090
189 H -8.24 -7.72 -0.27  C170 1.090
190 H -7.99 -7.50 1.50  C170 1.090
191 H -6.53 -5.80 1.21  C171 1.090
192 H -6.71 -5.59 -0.58  C171 1.090
193 H -5.69 -8.05 -0.82  C172 1.090
194 H -5.24 -7.73 0.79  C172 1.090
195 H -2.97 -6.09 1.42  C174 1.090
196 H -3.89 -4.77 0.94  C174 1.090
197 H -2.17 -4.22 -0.82  C175 1.090
198 H -1.29 -5.59 -0.29  C175 1.090
199 H -1.15 -4.48 2.07  C176 1.090
200 H -2.08 -3.14 1.27  C176 1.090
201 H -0.10 -2.76 -0.32  C177 1.090
202 H 0.72 -4.06 0.55  C177 1.090
203 H 0.29 -2.65 1.44  C177 1.090
204 H -2.07 -7.56 -1.78  C178 1.090
205 H -3.52 -8.48 -2.14  C178 1.090
206 H -3.21 -9.74 -0.22  C179 1.090
207 H -2.49 -8.31 0.62  C179 1.090
208 H -0.80 -10.01 0.27  C180 1.090
209 H -0.48 -8.55 -0.58  C180 1.090
210 H -0.04 -10.61 -1.92  C181 1.090
211 H -1.34 -9.82 -2.76  C181 1.090
212 H -1.67 -11.24 -1.84  C181 1.090
213 H -3.45 -5.22 -2.54  C182 1.090
214 H -4.82 -4.57 -1.64  C182 1.090
215 H -6.35 -6.18 -3.19  C183 1.090
216 H -4.87 -6.94 -3.69  C183 1.090
217 H -4.07 -5.11 -4.91  C184 1.090
218 H -5.29 -4.06 -4.30  C184 1.090
219 H -5.79 -6.51 -6.14  C185 1.090
220 H -6.09 -4.80 -6.58  C185 1.090
221 H -7.11 -5.69 -5.50  C185 1.090
222 C 0.52 3.47 -4.78  C223 1.543, H239 1.090, H240 1.090, H241 1.090
223 C -0.21 2.79 -3.61  C222 1.543, C224 1.546, H242 1.090, H243 1.090
224 C -0.58 3.83 -2.53  C223 1.546, C225 1.519, H244 1.090, H245 1.090
225 C -0.69 3.28 -1.11  C224 1.519, P226 1.833, H246 1.090, H247 1.090
226 P -2.17 2.27 -0.75  C225 1.833, C227 1.919, C231 1.801, C235 1.882
227 C -3.56 3.24 -1.65  P226 1.919, C228 1.560, H248 1.090, H249 1.090
228 C -4.02 4.61 -1.08  C227 1.560, C229 1.499, H250 1.090, H251 1.090
229 C -4.82 5.25 -2.17  C228 1.499, C230 1.492, H252 1.090, H253 1.090
230 C -5.52 6.57 -2.04  C229 1.492, H254 1.090, H255 1.090, H256 1.090
231 C -2.20 0.62 -1.47  P226 1.801, C232 1.550, H257 1.090, H258 1.090
232 C -3.58 -0.07 -1.65  C231 1.550, C233 1.562, H259 1.090, H260 1.090
233 C -3.40 -1.60 -1.93  C232 1.562, C234 1.534, H261 1.090, H262 1.090
234 C -2.51 -1.88 -3.15  C233 1.534, H263 1.090, H264 1.090, H265 1.090
235 C -2.69 2.28 1.06  P226 1.882, C236 1.517, H266 1.090, H267 1.090
236 C -2.36 3.51 1.89  C235 1.517, C237 1.581, H268 1.090, H269 1.090
237 C -2.68 3.33 3.43  C236 1.581, C238 1.514, H270 1.090, H271 1.090
238 C -2.26 4.54 4.24  C237 1.514, H272 1.090, H273 1.090, H274 1.090
239 H 0.08 4.47 -4.76  C222 1.090
240 H 0.35 3.08 -5.78  C222 1.090
241 H 1.60 3.51 -4.60  C222 1.090
242 H 0.41 1.92 -3.37  C223 1.090
243 H -1.13 2.30 -3.95  C223 1.090
244 H -1.37 4.49 -2.87  C224 1.090
245 H 0.21 4.57 -2.59  C224 1.090
246 H -0.73 4.10 -0.40  C225 1.090
247 H 0.12 2.59 -0.89  C225 1.090
248 H -4.40 2.55 -1.64  C227 1.090
249 H -3.18 3.28 -2.68  C227 1.090
250 H -3.17 5.18 -0.70  C228 1.090
251 H -4.65 4.41 -0.21  C228 1.090
252 H -5.55 4.54 -2.56  C229 1.090
253 H -4.21 5.39 -3.06  C229 1.090
254 H -6.27 6.54 -1.25  C230 1.090
255 H -6.05 6.74 -2.97  C230 1.090
256 H -4.73 7.31 -1.89  C230 1.090
257 H -1.41 0.05 -0.98  C231 1.090
258 H -1.78 0.85 -2.45  C231 1.090
259 H -4.25 0.40 -2.36  C232 1.090
260 H -4.11 -0.12 -0.70  C232 1.090
261 H -4.38 -2.02 -2.15  C233 1.090
262 H -3.07 -2.08 -1.01  C233 1.090
263 H -2.54 -2.91 -3.52  C234 1.090
264 H -1.49 -1.62 -2.88  C234 1.090
265 H -2.77 -1.29 -4.03  C234 1.090
266 H -2.23 1.43 1.57  C235 1.090
267 H -3.74 1.98 1.01  C235 1.090
268 H -2.86 4.43 1.60  C236 1.090
269 H -1.28 3.64 1.90  C236 1.090
270 H -2.09 2.51 3.85  C237 1.090
271 H -3.67 2.92 3.58  C237 1.090
272 H -1.17 4.54 4.19  C238 1.090
273 H -2.65 4.44 5.25  C238 1.090
274 H -2.42 5.52 3.79  C238 1.090